(1)
The following is a quantum chemistry calculation of an isolated molecule of C3H5N3O at a distorted geometry, from the OMol25 dataset.

Structure (XYZ):
```
12
C3H5N3O (the ωB97M-V functional and the def2-TZVPD basis)
O -0.952 -1.495 1.647
N 1.998 0.815 0.279
N -0.032 -0.170 0.030
N -1.244 0.567 -1.910
C -0.315 0.698 -1.092
C 1.177 -0.086 0.766
C -1.108 -0.828 0.674
H 1.246 -0.793 1.563
H 2.833 0.664 0.827
H 0.354 1.488 -1.147
H -2.093 -0.594 0.188
H -1.865 -0.267 -1.825
```

Spin multiplicity   1
SMILES   [H]/N=C\N(C=O)/C=N/[H]
E_LUMO   0.661 eV
HOMO-LUMO gap   10.72 eV
ΔE to the lowest compared entry with this formula, charge and spin   1.758 eV
Net charge   0
Molecular weight   99.1 g mol⁻¹
HOMO energy   -10.0623 eV
Electronic energy   -9708.826 eV

=====

(2)
The following is a quantum chemistry calculation of an isolated molecule of C3H5N3O at a distorted geometry, from the OMol25 dataset.

Structure (XYZ):
```
12
C3H5N3O (the ωB97M-V functional and the def2-TZVPD basis)
O 2.160 -0.459 -0.647
N -1.755 0.319 1.051
N 1.347 -0.992 0.365
N -1.519 0.709 -0.375
C 0.283 -0.416 0.266
C -0.151 0.548 -0.794
C -0.823 -0.553 1.415
H -0.613 -0.857 2.405
H 2.817 -1.354 -0.580
H -0.252 -0.101 -1.752
H 0.597 1.516 -0.896
H -2.090 1.641 -0.458
```

Spin multiplicity   1
SMILES   O/N=C1/C=NNC1
E_LUMO   0.753 eV
HOMO-LUMO gap   9.56 eV
ΔE to the lowest compared entry with this formula, charge and spin   5.675 eV
Net charge   0
Molecular weight   99.1 g mol⁻¹
HOMO energy   -8.8116 eV
Electronic energy   -9704.909 eV

=====

(3)
The following is a quantum chemistry calculation of an isolated molecule of C3H5N3O at a distorted geometry, from the OMol25 dataset.

Structure (XYZ):
```
12
C3H5N3O (the ωB97M-V functional and the def2-TZVPD basis)
O -0.625 -0.976 -0.891
N 0.758 1.189 1.403
N -1.168 -0.927 1.276
N 0.425 0.518 0.244
C 0.193 -0.278 -1.759
C -0.497 -0.474 0.344
C 0.823 0.701 -1.128
H -1.056 -0.543 2.203
H -0.049 1.569 1.985
H 1.400 1.594 -1.405
H 1.315 0.602 1.979
H 0.173 -0.568 -2.832
```

Spin multiplicity   1
SMILES   [H]/N=c1/occn1N
E_LUMO   0.832 eV
HOMO-LUMO gap   9.06 eV
ΔE to the lowest compared entry with this formula, charge and spin   2.816 eV
Net charge   0
Molecular weight   99.1 g mol⁻¹
HOMO energy   -8.2312 eV
Electronic energy   -9707.768 eV

=====

(4)
The following is a quantum chemistry calculation of an isolated molecule of C3H5N3O, from the OMol25 dataset.

Structure (XYZ):
```
12
C3H5N3O (the ωB97M-V functional and the def2-TZVPD basis)
O 0.276 -2.113 -1.272
N -0.670 1.750 -0.330
N -0.150 0.685 -0.968
N 0.006 0.436 1.271
C 0.242 -0.080 0.034
C 0.905 -1.402 -0.229
C -0.569 1.589 1.000
H -1.058 2.517 -0.856
H 0.850 -2.013 0.674
H 0.099 -1.477 -1.978
H 1.970 -1.230 -0.451
H -0.926 2.315 1.718
```

Spin multiplicity   1
SMILES   OCc1nc[nH]n1
E_LUMO   0.824 eV
HOMO-LUMO gap   10.91 eV
ΔE to the lowest compared entry with this formula, charge and spin   1.129 eV
Net charge   0
Molecular weight   99.1 g mol⁻¹
HOMO energy   -10.0834 eV
Electronic energy   -9709.455 eV

=====

(5)
The following is a quantum chemistry calculation of an isolated molecule of C3H5N3O at a distorted geometry, from the OMol25 dataset.

Structure (XYZ):
```
12
C3H5N3O (the ωB97M-V functional and the def2-TZVPD basis)
O -0.961 -2.000 -0.013
N -0.832 0.094 -0.879
N 1.237 0.649 0.946
N 0.019 1.203 -1.060
C -0.516 -0.888 0.024
C 0.318 -0.498 1.161
C 0.926 1.401 -0.046
H -0.639 2.000 -1.135
H 1.556 2.250 -0.174
H -1.127 -0.291 -1.806
H -0.467 -0.309 1.965
H 1.025 -1.353 1.378
```

Spin multiplicity   1
SMILES   O=C1CN=CNN1
E_LUMO   0.690 eV
HOMO-LUMO gap   10.09 eV
ΔE to the lowest compared entry with this formula, charge and spin   2.129 eV
Net charge   0
Molecular weight   99.1 g mol⁻¹
HOMO energy   -9.3960 eV
Electronic energy   -9708.455 eV

=====

(6)
The following is a quantum chemistry calculation of a cluster of 2 separate species, C3H5N3O in total at a distorted geometry, from the OMol25 dataset.

Structure (XYZ):
```
12
C3H5N3O (the ωB97M-V functional and the def2-TZVPD basis)
O 2.384 1.025 0.692
N -0.622 0.146 0.534
N 2.044 -0.506 -1.037
N -0.416 -2.151 -0.052
C -1.238 1.381 0.212
C 2.119 0.221 -0.093
C -0.716 -1.016 0.261
H -0.810 -2.989 0.325
H 1.427 -1.257 -1.263
H -1.765 1.351 -0.748
H -1.947 1.654 0.999
H -0.460 2.142 0.171
```

Spin multiplicity   1
SMILES   CN=C=N.N=C=O
E_LUMO   0.628 eV
HOMO-LUMO gap   10.66 eV
ΔE to the lowest compared entry with this formula, charge and spin   1.638 eV
Net charge   0
Molecular weight   99.1 g mol⁻¹
HOMO energy   -10.0282 eV
Electronic energy   -9708.946 eV